# 1
{"formula": "C4H26NO10", "method": "the ωB97M-V functional and the def2-TZVPD basis", "orbital_gap_ev": 10.29, "charge": 1, "e_tot_ha": -974.87074, "de_lowest_kj_mol": 388.36, "e_homo_ev": -13.06, "species": ["O", "C", "C", "C", "C", "O", "N", "H", "H", "H", "H", "H", "H", "H", "H", "H", "H", "H", "H", "O", "H", "H", "O", "H", "H", "O", "H", "H", "O", "H", "H", "O", "H", "H", "O", "H", "H", "O", "H", "H", "O"], "coordinates": [[2.397, -1.481, 0.571], [1.985, -1.537, -0.602], [0.602, -1.036, -0.943], [-0.457, -2.009, -0.342], [-0.250, -3.561, -0.576], [-1.735, -1.686, -1.001], [0.328, 0.319, -0.574], [2.730, -2.054, -1.438], [0.531, -0.955, -2.144], [-0.574, -1.916, 0.685], [-0.887, -4.083, 0.097], [-0.271, -3.776, -1.617], [0.682, -3.911, -0.187], [-2.222, -1.196, -0.295], [-0.692, 0.399, -0.378], [0.571, 1.212, -1.161], [0.928, 0.573, 0.287], [-3.691, -0.254, 0.487], [-2.606, 0.877, 0.477], [-2.787, -0.040, 0.879], [3.593, 0.702, -0.480], [3.575, 0.862, -2.029], [2.972, 0.871, -1.209], [-1.544, 2.628, 2.564], [-0.422, 1.504, 2.741], [-1.118, 1.835, 2.113], [-1.122, 0.502, -3.093], [-1.987, 1.729, -3.504], [-1.411, 1.364, -2.736], [-0.340, 2.857, 0.972], [0.779, 3.941, 0.656], [-0.001, 3.536, 0.392], [-1.185, -1.158, 2.502], [-1.083, -1.573, 3.896], [-0.530, -1.185, 3.188], [0.968, -0.188, 2.846], [2.279, -0.313, 2.257], [1.480, 0.222, 2.123], [0.276, 3.058, -1.101], [-0.348, 2.366, -2.341], [0.588, 2.555, -1.981]], "forces_ev_per_angstrom": [[-0.8147, -0.7345, -3.6128], [3.3841, -0.7555, 1.9164], [0.0205, -1.3794, -4.1299], [-0.9982, -1.7472, -3.5826], [1.0923, 2.3307, 0.7504], [1.0010, 0.3880, 1.4124], [0.3779, 2.3399, 3.1733], [-2.1920, 1.2436, 1.7049], [-0.0184, -1.1014, 2.5565], [0.2044, 0.7953, 1.9998], [-1.3787, -0.4057, -0.2167], [-0.5840, -0.5010, -0.7231], [1.1898, 0.1662, 0.0479], [0.2078, -0.3572, -0.8196], [0.9414, -0.0243, 0.1622], [0.1832, -0.5939, -1.1681], [-1.4706, -0.7667, -0.4810], [1.3944, 0.3585, 0.8973], [-0.3921, -1.8434, 1.2107], [-1.5031, 1.5683, -1.7975], [-0.2059, 0.0745, -0.2647], [-1.4452, 0.1976, 1.7928], [1.8093, -0.2549, -1.5192], [0.7469, -1.5574, -0.5779], [-0.9130, 0.4291, -0.7555], [0.0907, 1.1336, 1.4834], [-0.1287, 0.4111, 0.2930], [1.2700, -0.8295, 1.9540], [-2.6392, -0.2820, -2.7689], [0.2031, -0.4744, 1.0264], [2.1919, 0.9155, 1.2338], [-2.2493, -0.0865, -2.0254], [-0.4465, 0.4264, -1.0094], [0.7886, 0.2525, 0.0011], [-0.6630, -0.6434, 1.2552], [-0.5524, 0.2461, -0.3955], [0.0405, 0.4355, -0.7203], [0.2534, 0.1484, 1.4388], [1.2633, -0.7820, -1.9326], [2.1060, 0.2609, 0.0784], [-2.1654, 0.9988, 2.1120]]}

# 2
{"formula": "C4H26NO12", "method": "the ωB97M-V functional and the def2-TZVPD basis", "orbital_gap_ev": 8.68, "charge": -1, "e_tot_ha": -1125.63619, "de_lowest_kj_mol": 384.94, "e_homo_ev": -6.07, "species": ["C", "C", "C", "O", "N", "C", "O", "O", "H", "H", "H", "H", "H", "H", "H", "H", "H", "H", "O", "H", "H", "O", "H", "H", "O", "H", "H", "O", "H", "H", "O", "H", "H", "O", "H", "H", "O", "H", "H", "O", "H", "H", "O"], "coordinates": [[2.017, 1.451, 2.138], [1.128, 0.297, 2.671], [2.010, -0.931, 2.765], [1.154, -1.691, 3.538], [1.457, 2.224, 0.961], [0.849, 1.532, -0.233], [0.817, 2.163, -1.316], [0.569, 0.323, -0.154], [3.109, 1.180, 1.751], [2.008, 2.053, 2.960], [0.198, 0.117, 2.023], [0.631, 0.445, 3.633], [2.169, -1.410, 1.716], [2.996, -0.718, 3.388], [0.522, -2.226, 3.173], [2.196, 2.863, 0.665], [-3.260, -2.193, -2.263], [-2.376, -1.062, -2.284], [-3.074, -1.486, -2.853], [-1.131, -2.790, 0.066], [-1.699, -3.637, 1.448], [-1.737, -3.387, 0.507], [0.756, 0.858, -2.700], [0.402, 1.860, -3.650], [0.682, 0.959, -3.677], [2.504, -0.625, 0.253], [3.388, -1.796, 0.306], [3.351, -0.861, 0.105], [-0.764, -1.891, -2.075], [-0.331, -0.954, -0.719], [-1.031, -1.573, -1.180], [-0.920, 3.265, -1.838], [-2.038, 3.232, -2.719], [-1.473, 3.794, -2.304], [-2.206, 2.071, 1.962], [-1.364, 2.725, 1.002], [-1.915, 2.904, 1.702], [-1.404, -1.380, -4.202], [-0.270, -0.967, -3.239], [-0.614, -1.725, -3.711], [-3.220, -0.998, 0.991], [-1.786, -1.260, 0.326], [-2.297, -0.754, 1.069]], "forces_ev_per_angstrom": [[-0.0675, -1.2512, -3.8635], [0.0880, 0.7333, -2.5213], [-0.6733, 0.2221, -0.7590], [2.2587, -1.1232, 4.1305], [-0.7480, -1.0975, -0.6220], [2.5755, 1.1199, 0.1373], [-0.4435, 0.8423, 1.1234], [-0.3707, -1.3848, 0.9791], [-2.1230, -0.1154, 1.5576], [0.8263, 2.4292, 1.8610], [1.7475, 0.0082, 0.4961], [0.8622, 0.5445, 0.2390], [0.0554, 0.8413, 2.4847], [-1.8471, -0.6526, -1.5555], [-1.9515, -1.6751, -2.1655], [-0.7762, -0.0547, -0.3432], [-0.6619, -1.3531, 0.5685], [-0.8914, -0.0794, -0.7204], [0.4030, 1.6140, 0.1947], [0.7342, 0.1105, 0.3849], [0.7732, 0.9546, -0.9733], [-1.5737, -2.1816, 0.5410], [0.3204, 0.1586, -0.3418], [-0.3315, 1.2328, -0.3299], [0.0397, -1.3292, 0.5890], [-4.6777, 1.6344, 0.3351], [0.1746, -0.1805, -0.0847], [4.8494, -1.2070, -1.1944], [0.0636, -0.2057, 0.5786], [-0.8196, -0.3797, -1.6029], [1.6353, 0.8604, 1.3727], [3.2331, -2.5504, 2.4520], [-2.6594, -2.4009, -1.8967], [-0.3963, 4.8963, -0.5909], [-0.8815, -2.3372, 0.7903], [2.2360, -0.3972, -2.5952], [-1.3308, 2.6708, 1.8391], [0.9876, -0.5614, 0.9030], [0.5024, 0.9902, -0.8496], [-0.4189, -0.2299, -1.1439], [0.0144, -0.2810, -0.2471], [-2.1792, 1.5449, 1.9321], [1.4421, -0.3799, -1.0888]]}

# 3
{"formula": "C4H26O9", "method": "the ωB97M-V functional and the def2-TZVPD basis", "orbital_gap_ev": 9.28, "charge": 0, "e_tot_ha": -845.11515, "smiles": "CCO.CCO.O.O.O.O.O.O.O", "de_lowest_kj_mol": 200.52, "e_homo_ev": -9.81, "species": ["O", "H", "H", "O", "H", "H", "O", "H", "H", "O", "H", "H", "O", "H", "H", "O", "H", "H", "O", "H", "H", "C", "C", "O", "H", "H", "H", "H", "H", "H", "C", "C", "O", "H", "H", "H", "H", "H", "H"], "coordinates": [[-8.606, 19.621, -0.805], [-8.658, 18.660, -0.746], [-9.414, 19.882, -1.268], [-8.456, 20.065, 2.559], [-8.973, 19.695, 1.836], [-9.004, 19.944, 3.362], [-5.710, 19.783, 3.187], [-5.683, 19.182, 3.941], [-6.638, 20.070, 3.151], [-9.703, 20.000, 5.094], [-9.984, 19.138, 5.437], [-9.714, 20.590, 5.856], [-8.445, 22.534, -0.050], [-7.541, 22.721, 0.224], [-8.464, 21.581, -0.201], [-10.353, 17.537, 1.633], [-11.208, 17.087, 1.614], [-10.217, 17.839, 0.729], [-8.699, 22.821, 3.444], [-9.593, 23.083, 3.206], [-8.595, 21.925, 3.072], [-6.714, 16.023, 1.650], [-6.194, 17.248, 0.884], [-4.943, 17.713, 1.376], [-6.891, 15.216, 0.937], [-7.714, 16.283, 2.006], [-6.026, 15.794, 2.454], [-6.912, 18.080, 0.942], [-6.110, 17.088, -0.197], [-5.064, 18.521, 1.898], [-7.857, 16.376, 5.006], [-8.405, 17.767, 4.638], [-9.838, 17.677, 4.577], [-6.766, 16.423, 4.980], [-8.329, 15.607, 4.401], [-8.102, 16.124, 6.040], [-7.985, 18.138, 3.704], [-8.206, 18.483, 5.435], [-10.128, 17.670, 3.656]], "forces_ev_per_angstrom": [[-0.5295, -0.1434, 0.1289], [0.3090, 0.0663, -0.1291], [0.1601, -0.0084, -0.0712], [-0.3756, 0.0545, 0.1913], [0.1358, 0.1332, -0.0642], [0.0336, 0.1429, 0.0101], [-0.0200, -0.0943, 0.2529], [0.1125, 0.1002, 0.0031], [0.0814, -0.0752, -0.3145], [-0.3740, 1.2788, 0.8653], [-0.3028, 0.0078, -0.4832], [0.1028, 0.3763, -0.3193], [-0.0876, -0.0938, -0.1083], [-0.0991, -0.0181, 0.0580], [0.2374, 0.1184, 0.1269], [-0.1711, -0.0636, -0.0278], [0.1066, 0.0355, -0.0110], [-0.0305, 0.0072, 0.0763], [0.0279, -0.3185, 0.0586], [0.0874, -0.0131, -0.0754], [-0.0755, 0.5106, -0.0322], [-0.7462, 0.7556, -1.0818], [0.1266, 1.0171, 0.0534], [0.1076, -0.3382, -0.2584], [0.4216, -0.3625, 0.3449], [0.1409, -0.2084, 0.5047], [-0.0720, -0.3231, 0.0450], [-0.0482, -0.0948, 0.2588], [0.2850, -0.3886, 0.1225], [-0.2824, -0.0354, -0.0512], [-0.0586, 0.9209, 0.5735], [-0.0027, -1.5984, 0.5210], [-0.0462, -0.7278, -0.2649], [-0.0011, -0.4562, -0.4093], [0.4650, -0.0705, -0.3686], [-0.1766, 0.1742, 0.0192], [-0.0606, -0.1336, 0.0700], [0.4521, -0.1641, -0.2109], [0.1670, 0.0302, -0.0027]]}

E_LUMO per entry: -2.778 2.617 -0.529 eV